# 1
10
Properties=species:S:1:pos:R:3 method="wB97M-V/def2-TZVPD" lumo_ev="-7.8 / -7.8" charge=+1 total_energy_ev=-9756.26660 homo_energy_ev="-16.631 / -16.632" relative_energy_kcal_mol=52.58 gap_ev="8.8 / 8.8" smiles="O=[N+]1CCOO1"
O 0.6905 -0.4342 2.2574
N 0.3688 -0.0224 1.1948
C -0.4660 -0.6048 0.1572
C 0.0022 0.2435 -1.0561
O 0.2385 1.5067 -0.4888
O 0.8876 1.2336 0.6761
H -1.6203 -0.4778 0.3094
H -0.3522 -1.7105 0.1908
H 1.0444 -0.2127 -1.3411
H -0.7934 0.4786 -1.8996

---

# 2
16
Properties=species:S:1:pos:R:3 method="wB97M-V/def2-TZVPD" lumo_ev=3.6 charge=-1 total_energy_ev=-22925.52952 homo_energy_ev=-6.050 relative_energy_kcal_mol=11.97 gap_ev=9.6
Cl 0.2652 -0.7354 -0.2365
O 1.7479 -0.5439 -2.8173
H 1.3272 -0.6213 -1.9432
H 2.5395 -0.0719 -2.8483
O 0.4265 1.7424 1.5789
H 0.5785 2.4947 1.0033
H 0.3148 0.9959 0.9940
O -2.1462 0.0009 1.6682
H -1.3285 -0.2109 1.2357
H -2.3221 0.9324 1.4086
O 1.1086 -3.0735 1.7694
H 0.6521 -2.9250 2.6246
H 0.8003 -2.3742 1.1985
O -1.4619 1.5863 -1.6233
H -1.3910 2.0643 -2.4590
H -1.1107 0.7391 -1.5538

---

# 3
19
Properties=species:S:1:pos:R:3 method="wB97M-V/def2-TZVPD" lumo_ev=-4.5 charge=+1 total_energy_ev=-19193.60540 homo_energy_ev=-14.479 relative_energy_kcal_mol=2.21 gap_ev=9.9
C 0.0045 1.1652 1.0147
C 1.4493 -0.6263 -0.1432
C 0.3185 0.4062 -0.2670
C -0.7162 -0.4998 -0.8280
N -0.8411 -0.8961 -2.0735
O -4.7387 0.4659 1.5198
O -3.0881 0.2791 -0.3179
P -4.2982 -0.5197 0.5751
H 0.9466 1.5602 1.3981
H -0.6678 2.0859 1.0092
H -0.4185 0.5465 1.7305
H 1.2559 -1.3962 0.6788
H 2.4521 -0.2382 0.2154
H 1.5512 -1.1588 -1.0648
H 0.7358 1.1775 -0.9032
H -1.2908 -0.9293 -0.0097
H -1.3511 -1.7155 -2.2919
H -3.0344 1.1990 -0.1351
H -0.1907 -0.4949 -2.7987

---

The maximum force results, record by record, are as follows: 0.064; 0.079; 0.064 Eh/bohr.